Entry 1:
Below is the molecule C3H6N2O2, with properties calculated with ωB97M-V/def2-TZVPD.

HOMO (hartree): -0.3339
F_max (eV/A): 1.76
LUMO level (eV): 0.97
Calculated total energy (hartree): -377.76320

Bonds (Å) are listed after each position.
Cartesian coordinates (Å):
1 C -2.841 -0.522 -0.075  N2 1.277, H8 1.086, H9 1.084
2 N -1.629 -0.807 0.209  C1 1.277, O3 1.387
3 O -0.768 0.278 0.142  N2 1.387, C4 1.352
4 C 0.557 0.022 0.051  O3 1.352, C5 1.521, N6 1.252
5 C 1.293 1.353 0.003  C4 1.521, H10 1.082, H11 1.105, H12 1.131
6 N 0.982 -1.156 0.067  C4 1.252, O7 1.410
7 O 2.388 -1.245 0.002  N6 1.410, H13 0.987
8 H -3.639 -1.255 -0.155  C1 1.086
9 H -3.239 0.467 -0.275  C1 1.084
10 H 2.335 1.323 -0.290  C5 1.082
11 H 0.706 2.036 -0.637  C5 1.105
12 H 1.282 1.711 1.076  C5 1.131
13 H 2.572 -2.207 -0.118  O7 0.987



Entry 2:
Below is the molecule C3H6N2O2, with properties calculated with ωB97M-V/def2-TZVPD.

HOMO (hartree): -0.3603
F_max (eV/A): 0.42
LUMO level (eV): 0.92
Calculated total energy (hartree): -377.91158

Bonds (Å) are listed after each position.
Cartesian coordinates (Å):
1 H 1.783 0.927 -1.758  N2 1.016
2 N 1.228 0.398 -1.091  H1 1.016, C3 1.268
3 C 1.657 0.574 0.089  N2 1.268, O4 1.335, H9 1.093
4 O 1.100 0.000 1.158  C3 1.335, C5 1.426
5 C -0.042 -0.809 0.886  O4 1.426, C6 1.532, H10 1.094, H11 1.091
6 C -1.246 0.039 0.463  C5 1.532, N7 1.369, O8 1.215
7 N -1.772 -0.291 -0.757  C6 1.369, H12 1.011, H13 1.012
8 O -1.727 0.869 1.209  C6 1.215
9 H 2.504 1.190 0.401  C3 1.093
10 H 0.212 -1.567 0.140  C5 1.094
11 H -0.285 -1.282 1.837  C5 1.091
12 H -2.496 0.338 -1.078  N7 1.011
13 H -1.097 -0.569 -1.459  N7 1.012



Entry 3:
Below is the molecule C3H6N2O2, with properties calculated with ωB97M-V/def2-TZVPD.

HOMO (hartree): -0.3389
F_max (eV/A): 2.18
LUMO level (eV): 0.95
Calculated total energy (hartree): -377.77850

Bonds (Å) are listed after each position.
Cartesian coordinates (Å):
1 C 0.688 1.565 0.669  C2 1.483, H8 1.087, H9 1.090, H10 1.089
2 C 0.309 0.131 0.660  C1 1.483, O3 1.360, N4 1.454, C5 1.515
3 O 0.325 -0.709 1.730  C2 1.360, N4 1.587
4 N -0.992 -0.481 0.875  C2 1.454, O3 1.587, C5 1.475
5 C -0.277 -0.810 -0.372  C2 1.515, N4 1.475, N6 1.404, O7 1.368
6 N -0.758 -0.219 -1.551  C5 1.404, H11 1.014, H12 1.014
7 O 0.206 -2.079 -0.542  C5 1.368, H13 0.971
8 H 0.260 2.060 -0.199  C1 1.087
9 H 0.321 2.032 1.582  C1 1.090
10 H 1.774 1.652 0.636  C1 1.089
11 H -1.719 0.093 -1.461  N6 1.014
12 H -0.699 -0.856 -2.337  N6 1.014
13 H 0.562 -2.378 0.310  O7 0.971



Entry 4:
Below is the molecule C3H6N2O2, with properties calculated with ωB97M-V/def2-TZVPD.

HOMO (hartree): -0.3800
F_max (eV/A): 0.68
LUMO level (eV): 0.73
Calculated total energy (hartree): -377.88999

Bonds (Å) are listed after each position.
Cartesian coordinates (Å):
1 H 2.219 0.848 -1.030  N2 1.019
2 N 1.346 0.570 -1.476  H1 1.019, C3 1.262
3 C 0.698 -0.171 -0.687  N2 1.262, N4 1.412, O7 1.366
4 N -0.580 -0.667 -1.022  C3 1.412, C5 1.372, H9 1.010
5 C -1.733 0.061 -1.168  N4 1.372, O6 1.213, H10 1.100
6 O -2.833 -0.445 -1.246  C5 1.213
7 O 1.149 -0.610 0.525  C3 1.366, C8 1.435
8 C 0.312 -0.237 1.629  O7 1.435, H11 1.090, H12 1.097, H13 1.095
9 H -0.711 -1.669 -1.013  N4 1.010
10 H -1.558 1.147 -1.167  C5 1.100
11 H 0.402 -1.002 2.400  C8 1.090
12 H -0.739 -0.154 1.328  C8 1.097
13 H 0.656 0.723 2.028  C8 1.095



Entry 5:
Below is the molecule C3H6N2O2, with properties calculated with ωB97M-V/def2-TZVPD.

HOMO (hartree): -0.3528
F_max (eV/A): 1.01
LUMO level (eV): 0.52
Calculated total energy (hartree): -377.91265

Bonds (Å) are listed after each position.
Cartesian coordinates (Å):
1 N -1.943 0.082 -1.383  C2 1.376, H8 1.005, H9 1.000
2 C -1.033 -0.635 -0.640  N1 1.376, O3 1.209, N4 1.383
3 O -0.760 -1.788 -0.881  C2 1.209
4 N -0.467 0.059 0.414  C2 1.383, C5 1.427, H10 1.014
5 C 0.832 -0.286 0.895  N4 1.427, C6 1.533, H11 1.094, H12 1.082
6 C 1.990 0.690 0.660  C5 1.533, O7 1.195, H13 1.113
7 O 2.417 1.012 -0.409  C6 1.195
8 H -2.564 -0.488 -1.929  N1 1.005
9 H -1.984 1.079 -1.321  N1 1.000
10 H -0.837 0.977 0.638  N4 1.014
11 H 1.108 -1.204 0.369  C5 1.094
12 H 0.826 -0.516 1.952  C5 1.082
13 H 2.414 1.019 1.635  C6 1.113



Entry 6:
Below is the molecule C3H6N2O2, with properties calculated with ωB97M-V/def2-TZVPD.

HOMO (hartree): -0.3505
F_max (eV/A): 0.41
LUMO level (eV): 0.98
Calculated total energy (hartree): -377.74924

Bonds (Å) are listed after each position.
Cartesian coordinates (Å):
1 C -1.714 -0.321 -1.026  O2 1.424, H8 1.091, H9 1.093, H10 1.096
2 O -1.248 -0.159 0.310  C1 1.424, C3 1.350
3 C 0.080 0.047 0.445  O2 1.350, N4 1.457, C6 1.483, N7 1.430
4 N 0.789 0.856 -0.539  C3 1.457, O5 1.471, H11 1.022
5 O 2.063 0.273 -0.089  N4 1.471, C6 1.421
6 C 1.354 -0.665 0.709  C3 1.483, O5 1.421, N7 1.443, H12 1.084
7 N 0.639 0.015 1.761  C3 1.430, C6 1.443, H13 1.019
8 H -2.589 -0.968 -0.962  C1 1.091
9 H -0.953 -0.770 -1.669  C1 1.093
10 H -2.009 0.647 -1.449  C1 1.096
11 H 0.763 1.859 -0.345  N4 1.022
12 H 1.723 -1.681 0.780  C6 1.084
13 H 1.101 0.867 2.075  N7 1.019